[1]
# C45H54BiFN8O5S

A molecular structure, C45H54BiFN8O5S (ωB97M-V/def2-TZVPD, OMol25).

Output
* LUMO energy: -4.55 eV
* M: 1047.0 g/mol

```
! wB97M-V def2-TZVPD RIJCOSX def2/J DEFGRID3
* xyz 2 1
Bi 0.45410 -0.06915 0.07938
F -2.46910 -1.09360 6.92792
C -1.58223 -0.11458 6.63208
C -1.08397 -0.09425 5.35928
C -0.15326 0.86359 4.95830
C 0.48285 0.75042 3.63642
O 0.16292 -0.18274 2.87704
C 1.44290 1.78167 3.35949
C 1.62617 2.79085 4.24876
N 1.05208 2.87137 5.47310
C 1.31237 4.00379 6.32934
C 2.20096 3.85331 7.53450
C 2.66303 4.64301 6.34882
C 0.18238 1.87756 5.86797
C -0.35121 1.84492 7.16200
C -1.18685 0.82808 7.60149
N -1.60317 0.81491 8.95917
C -2.51057 -0.24084 9.42300
C -2.82352 -0.02384 10.91046
N -2.68202 1.43285 11.20189
C -1.23728 1.82206 11.14349
C -0.58312 1.07825 9.97122
C 2.36494 1.79748 2.13004
O 2.72583 2.89597 1.72641
O 2.69088 0.66208 1.64676
H -1.40328 -0.84416 4.64717
H 2.29164 3.59803 3.97628
H 0.45126 4.65582 6.42728
H 2.66971 2.89340 7.70848
H 1.92938 4.39121 8.43328
H 3.44991 4.21878 5.74167
H 2.70172 5.71895 6.43421
H -0.09251 2.64600 7.83753
H -2.08720 -1.24282 9.30624
H -3.43029 -0.19185 8.84582
H -2.12800 -0.55626 11.55616
H -3.83249 -0.35745 11.13938
H -3.08710 1.68136 12.10389
H -3.18383 1.94305 10.47176
H -0.76403 1.55266 12.08587
H -1.18139 2.90111 11.01606
H -0.12731 0.14007 10.31415
H 0.21325 1.68796 9.56181
N -0.17870 0.19702 -2.22633
C 0.45012 -0.33067 -3.45877
C 1.28073 0.72977 -4.18093
C 2.69300 0.91863 -3.62516
C 2.79860 1.50264 -2.21754
N 2.60684 0.47656 -1.17113
H -1.17182 -0.00215 -2.20246
H -0.09854 1.21440 -2.19010
H -0.33385 -0.68209 -4.13149
H 1.07878 -1.18786 -3.21176
H 0.74259 1.68209 -4.15492
H 1.36963 0.43441 -5.22732
H 3.23323 1.58168 -4.30196
H 3.20643 -0.04964 -3.64640
H 2.06851 2.29476 -2.05331
H 3.79279 1.94408 -2.11302
H 3.00471 0.80153 -0.28301
H 3.09232 -0.37622 -1.43544
O -2.54254 3.47513 -0.89020
S -1.46392 2.75618 -0.27590
O -0.15729 2.86492 -0.90374
N -1.72372 1.17250 -0.16156
C -2.92087 0.54851 0.07851
C -4.18098 1.12016 -0.04283
C -5.34178 0.37838 0.20548
C -5.28278 -0.93326 0.58986
C -4.03030 -1.55569 0.73921
C -3.89691 -2.89276 1.16582
C -2.65299 -3.43237 1.33437
C -1.53331 -2.64776 1.03439
N -1.61004 -1.40656 0.60672
C -2.83595 -0.82588 0.47461
C -1.29294 3.34142 1.39973
C -2.18338 2.87720 2.35995
C -2.10118 3.36165 3.65489
C -1.13293 4.30541 3.97834
C -0.25379 4.76677 3.00998
C -0.32883 4.28458 1.71094
H -4.24653 2.15343 -0.35031
H -6.30311 0.86226 0.09182
H -6.17799 -1.50960 0.78348
H -4.79374 -3.47123 1.35094
H -2.51620 -4.44680 1.68209
H -0.54069 -3.06219 1.12141
H -2.94158 2.15557 2.08876
H -2.81026 3.02078 4.39824
H -1.07928 4.68959 4.99032
H 0.48608 5.51732 3.25661
H 0.35388 4.62871 0.94644
C 1.90168 -3.64378 2.71788
N 3.22657 -3.21785 2.20316
C 3.97409 -2.47218 3.24643
C 3.13969 -2.35491 0.96420
C 2.23178 -2.91509 -0.10026
C 2.58100 -4.15859 -0.63799
C 1.80644 -4.75559 -1.61351
C 0.66760 -4.10458 -2.06328
C 0.33901 -2.85905 -1.55468
C 1.10068 -2.22311 -0.56868
H 2.03206 -4.15608 3.66936
H 1.43420 -4.32422 2.01154
H 1.28633 -2.75698 2.85556
H 3.74630 -4.05931 1.95554
H 3.44454 -1.53896 3.43392
H 4.97707 -2.23908 2.89652
H 4.02851 -3.05915 4.16034
H 4.16346 -2.28238 0.59159
H 2.82013 -1.36594 1.28550
H 3.48327 -4.66417 -0.30223
H 2.09429 -5.71066 -2.03195
H 0.05094 -4.56261 -2.82619
H -0.55225 -2.36603 -1.92672
*
```

=====

[2]
# C45H54DyN5O7S

A molecular structure, C45H54DyN5O7S (ωB97M-V/def2-TZVPD, OMol25).

Output
* LUMO energy (spin up / spin down): -0.70 / -0.69 eV
* M: 971.5 g/mol

```
! wB97M-V def2-TZVPD RIJCOSX def2/J DEFGRID3
* xyz 0 6
Dy 11.14032 10.37551 12.19372
C 12.66443 7.60080 15.35300
C 14.02963 7.43547 14.68300
C 13.88920 6.47188 13.48285
C 14.81088 8.67497 14.23388
C 16.11127 8.41816 13.74731
C 16.99794 9.41604 13.40230
C 16.63969 10.73253 13.61438
C 15.29484 11.05475 13.87046
C 14.92134 12.52508 13.99255
C 15.63950 13.18423 15.18366
C 15.27514 13.26887 12.67492
C 14.31919 10.00479 14.04722
N 12.89739 10.24922 13.98878
C 12.30906 10.79894 15.08970
C 11.06156 11.53302 15.10187
N 10.33668 11.82152 14.01642
C 9.31530 12.77298 14.07824
C 9.64350 14.16793 13.93590
C 8.64903 15.13711 13.64731
C 7.35901 14.69740 13.35459
C 7.01596 13.38330 13.58948
C 7.94369 12.43045 14.06342
C 7.31642 11.18929 14.68215
C 8.19076 10.14103 15.42973
C 6.44912 10.47761 13.62784
C 11.03116 14.67694 14.12996
C 11.59059 15.42553 12.90566
C 11.15890 15.57983 15.33200
C 10.82928 11.99118 16.47074
C 9.85367 12.77177 17.06702
C 9.99097 13.02779 18.46312
C 11.00426 12.56214 19.23527
C 12.01717 11.76193 18.63132
C 13.19621 11.30040 19.23150
C 14.12637 10.60494 18.47595
C 13.98244 10.36222 17.09227
C 12.83298 10.85634 16.45056
C 11.87402 11.48638 17.25749
H 12.21077 6.58311 15.56671
H 11.97914 8.10544 14.64725
H 12.71470 8.13890 16.27512
H 14.66725 6.91542 15.41296
H 13.52133 7.03125 12.59096
H 13.20902 5.63230 13.70353
H 14.86754 6.07085 13.16992
H 16.44975 7.38264 13.72098
H 17.95986 9.24197 12.94137
H 17.34504 11.55938 13.53620
H 13.83195 12.56103 14.11540
H 16.72293 13.27240 14.95734
H 15.53207 12.65079 16.14176
H 15.31317 14.21552 15.32208
H 16.36089 13.18968 12.43134
H 15.04095 14.35016 12.80238
H 14.74716 12.82555 11.79486
H 8.92089 16.19737 13.71453
H 6.63331 15.39059 12.91683
H 5.98566 13.09220 13.42648
H 6.62730 11.60466 15.43652
H 9.04517 9.77320 14.83210
H 7.56154 9.25201 15.62995
H 8.56521 10.56084 16.37950
H 7.04599 10.11469 12.75513
H 5.64990 11.10807 13.28723
H 5.96712 9.57874 14.00448
H 11.74166 13.84580 14.29797
H 10.97974 16.33958 12.63680
H 11.63526 14.81579 11.97395
H 12.65561 15.75255 13.08906
H 10.68711 16.57598 15.17738
H 12.23476 15.78106 15.50558
H 10.79188 15.15437 16.27488
H 9.01545 13.19632 16.47779
H 9.28747 13.69576 18.93421
H 10.99889 12.75967 20.30467
H 13.38121 11.50714 20.28532
H 14.99360 10.26733 18.98547
H 14.78516 9.83739 16.54895
O 13.02922 7.49198 6.97458
C 13.97240 8.36679 7.40812
O 15.03430 8.50611 6.82930
C 13.72970 9.18022 8.64078
C 14.72337 9.88115 9.31474
N 14.20302 10.31862 10.48803
N 12.89759 9.86755 10.67880
C 12.57835 9.25200 9.50197
C 11.23364 8.68742 9.37208
O 11.01535 7.69558 8.67244
O 10.33377 9.32481 10.07616
H 12.19546 7.46419 7.55734
H 15.75628 10.02590 9.02061
H 14.75348 10.60610 11.28567
N 8.94202 7.14627 10.69864
C 9.73633 6.51832 11.83687
C 9.60510 7.50235 13.03760
O 9.19791 7.06778 14.11726
O 9.87828 8.77490 12.78861
H 8.67432 6.40742 10.06157
H 9.53762 7.91537 10.26240
H 8.12264 7.69268 11.06390
H 10.79376 6.39907 11.47147
H 9.32868 5.52305 12.08323
C 9.76557 14.14288 9.58520
S 9.96153 12.40372 9.57265
C 8.24171 11.91648 9.42632
O 10.26735 12.09928 11.06932
H 9.10328 14.49592 10.43935
H 9.30535 14.41786 8.60544
H 10.74636 14.64439 9.62375
H 7.73015 12.58588 8.70969
H 7.78913 11.94735 10.43554
H 8.27894 10.88499 9.06584
*
```

=====

[3]
# C45H54F3N5O2SSb3Sr

A molecular structure, C45H54F3N5O2SSb3Sr (ωB97M-V/def2-TZVPD, OMol25).

Output
* LUMO energy: -3.69 eV
* M: 1238.9 g/mol

```
! wB97M-V def2-TZVPD RIJCOSX def2/J DEFGRID3
* xyz 1 1
Sr 0.00000 0.00000 0.00000
C 3.51030 0.10500 4.24170
Sb 2.49150 0.00000 2.33060
C 1.61330 -1.90740 2.87440
C 4.14200 -0.87610 1.20630
C 5.02730 0.18670 0.60470
C 5.73400 1.03100 1.47970
C 6.58970 2.01800 0.99280
C 6.76140 2.17500 -0.37800
C 6.07800 1.34640 -1.26620
C 5.19840 0.34740 -0.79880
C 4.49980 -0.51490 -1.83070
Sb 2.41420 0.00000 -2.26360
C 1.29040 -1.39350 -1.05580
C 2.21760 1.77680 -1.04300
H 4.20440 0.96640 4.27680
H 4.07070 -0.83720 4.41470
H 2.75370 0.22860 5.04340
H 2.40310 -2.59110 3.24620
H 1.11180 -2.37150 2.00210
H 0.86200 -1.74380 3.67400
H 3.70790 -1.52080 0.42420
H 4.73550 -1.53920 1.86920
H 5.63560 0.92040 2.54730
H 7.12590 2.65790 1.68130
H 7.42950 2.93880 -0.75550
H 6.23550 1.49300 -2.32750
H 4.66890 -1.59860 -1.66570
H 4.95150 -0.30610 -2.82520
H 1.47490 -2.42280 -1.42680
H 0.21080 -1.16060 -1.15500
H 1.55750 -1.33380 0.00110
H 2.80520 2.59690 -1.50310
H 2.59690 1.60600 -0.02420
H 1.14930 2.07130 -0.99500
F -0.21770 8.44720 2.47670
C -0.45560 7.11330 2.43140
C 0.09630 6.33780 1.40690
C -0.14850 4.96140 1.36110
C -0.94660 4.35530 2.33820
C -1.49600 5.13580 3.36520
C -1.25130 6.51140 3.41070
Sb -1.28940 2.23260 2.23260
C -3.42350 2.53030 2.29610
C -4.12170 2.83410 3.47310
C -5.50850 3.01540 3.44020
C -6.20380 2.89430 2.23330
F -7.54790 3.07020 2.20210
C -5.51180 2.59180 1.05720
C -4.12600 2.41070 1.08950
C -0.79480 2.00460 4.31310
C 0.37800 2.59400 4.80320
C 0.72970 2.44890 6.14800
C -0.08920 1.71200 7.00890
F 0.25200 1.57160 8.31350
C -1.25730 1.11600 6.52180
C -1.60760 1.25780 5.17470
H 0.71400 6.80190 0.64900
H 0.28220 4.36580 0.56690
H -2.10600 4.68410 4.13170
H -1.67730 7.10900 4.20640
H -3.60270 2.93340 4.41340
H -6.04330 3.25030 4.35130
H -6.04730 2.49770 0.12120
H -3.59630 2.17690 0.17430
H 1.01860 3.16240 4.14150
H 1.63730 2.90640 6.52060
H -1.88970 0.54210 7.18670
H -2.50820 0.78760 4.80340
C -2.04730 -4.98790 2.70030
N -1.34200 -3.72460 2.75170
C -1.80660 -2.73310 3.72640
C -1.47120 -1.43150 2.99200
O -1.62500 -0.31200 3.46090
N -0.99610 -1.72480 1.72480
C -0.96700 -3.01950 1.64600
N -0.59150 -3.70840 0.55260
H -2.21220 -5.37490 3.71140
H -1.46820 -5.73930 2.15420
H -3.02050 -4.87150 2.21200
H -1.24130 -2.80250 4.65860
H -2.88610 -2.78760 3.89370
H -0.16990 -3.09750 -0.14060
H 0.00910 -4.49590 0.76100
C 3.82200 -4.46080 -1.12250
C 2.37200 -4.78890 -0.79760
C 1.43820 -3.58380 -0.89720
N 1.30530 -3.10500 -2.26990
C 0.25320 -2.39910 -2.78390
S -1.13060 -1.95760 -1.95760
N 0.35210 -2.01590 -4.11150
C 1.29140 -2.18250 -5.12660
O 1.46200 -1.29650 -5.96080
C 2.10340 -3.42020 -5.19440
C 1.55280 -4.67320 -4.90020
C 2.34850 -5.81760 -4.97820
C 3.68450 -5.71470 -5.36700
C 4.22760 -4.47030 -5.68730
C 3.43700 -3.32330 -5.60850
H 4.45080 -5.34210 -0.95930
H 4.19510 -3.65490 -0.48300
H 3.94300 -4.15780 -2.16650
H 2.32680 -5.18170 0.22500
H 2.02470 -5.58620 -1.46520
H 1.80740 -2.74950 -0.29050
H 0.45420 -3.87060 -0.51410
H 2.18420 -2.97710 -2.75180
H -0.29740 -1.27040 -4.33420
H 0.50950 -4.76890 -4.60940
H 1.92490 -6.79080 -4.74190
H 4.30090 -6.60850 -5.43260
H 5.26410 -4.39490 -6.00760
H 3.86050 -2.35620 -5.87250
H -0.90430 1.56580 -1.56580
*
```

=====

[4]
# C45H54N3P2PdSSb

A molecular structure, C45H54N3P2PdSSb (ωB97M-V/def2-TZVPD, OMol25).

Output
* LUMO energy (spin up / spin down): -7.52 / -7.65 eV
* M: 959.1 g/mol

```
! wB97M-V def2-TZVPD RIJCOSX def2/J DEFGRID3
* xyz 2 1
Pd -0.25530 0.58549 0.62413
C 0.57470 -0.28042 -2.64673
N 1.60147 -1.21315 -2.31565
C 1.99565 -1.35265 -0.94932
P 2.01132 0.23032 0.05557
C 3.05753 -0.39500 1.40435
C 2.46662 -0.56641 2.64935
C 3.19932 -1.04985 3.71756
C 4.53075 -1.38143 3.52642
C 5.12288 -1.22261 2.28344
C 4.39897 -0.72164 1.21711
C 3.11512 1.39802 -0.77545
C 3.97614 1.08596 -1.82277
C 4.87764 2.03944 -2.26244
C 4.92569 3.29055 -1.66930
C 4.05009 3.60899 -0.64218
C 3.14274 2.66764 -0.19967
C 2.33323 -1.85879 -3.30464
C 2.56602 -1.26028 -4.54709
C 3.33111 -1.90861 -5.49475
C 3.86858 -3.16123 -5.23597
C 3.62411 -3.77187 -4.01434
C 2.86759 -3.13003 -3.05523
P -0.94954 -0.33447 -1.55850
C -2.05532 0.55243 -2.70374
C -2.75298 -0.13218 -3.69827
C -3.51704 0.58002 -4.60432
C -3.59586 1.96197 -4.52233
C -2.90516 2.64087 -3.53153
C -2.12912 1.93873 -2.62800
C -1.60971 -2.02383 -1.63412
C -0.97235 -3.13952 -2.16249
C -1.63908 -4.35376 -2.18043
C -2.92814 -4.45401 -1.68702
C -3.56674 -3.34300 -1.15875
C -2.90148 -2.13617 -1.11899
H 0.23700 -0.46426 -3.67209
H 0.92882 0.76561 -2.57011
H 3.00343 -1.77810 -0.90378
H 1.31527 -2.02556 -0.39149
H 1.41854 -0.29933 2.75442
H 2.74436 -1.15661 4.69228
H 5.11226 -1.76337 4.34882
H 6.16173 -1.48155 2.15324
H 4.87658 -0.57792 0.25872
H 3.95575 0.11590 -2.29347
H 5.54798 1.80233 -3.07286
H 5.63696 4.02188 -2.01647
H 4.07451 4.58913 -0.19289
H 2.44344 2.89710 0.59677
H 2.19525 -0.26692 -4.74935
H 3.52186 -1.42161 -6.43635
H 4.47362 -3.65861 -5.97528
H 4.01397 -4.75722 -3.80715
H 2.66808 -3.62693 -2.11568
H -2.70247 -1.20847 -3.76648
H -4.05519 0.05423 -5.37838
H -4.19236 2.50801 -5.23496
H -2.97782 3.71520 -3.46485
H -1.57697 2.44986 -1.85157
H 0.02382 -3.07423 -2.57163
H -1.14936 -5.22093 -2.59226
H -3.44046 -5.40051 -1.71383
H -4.57536 -3.42265 -0.78620
H -3.37045 -1.24645 -0.71040
C -0.31588 1.84499 3.73040
C -0.73509 0.46661 4.22519
C -1.62803 0.54714 5.45112
Sb -1.62809 -0.59193 2.47430
C -0.84611 -2.62586 2.88580
C -1.39445 -3.17329 4.18418
C -1.18535 -3.53693 1.71827
C -3.79635 -0.53060 2.99102
C -4.61529 -1.54778 2.22910
C -4.31063 0.88068 2.77801
H 0.22942 2.38751 4.50172
H -1.19439 2.43066 3.45450
H 0.33639 1.76743 2.83888
H 0.15302 -0.12128 4.48352
H -2.52910 1.12492 5.25963
H -1.08371 1.03759 6.25918
H -1.91780 -0.44070 5.80392
H 0.24396 -2.50614 2.95927
H -2.47805 -3.22537 4.14857
H -1.09937 -2.56939 5.03664
H -1.01644 -4.18153 4.33766
H -2.26151 -3.67933 1.64410
H -0.72869 -4.51438 1.86645
H -0.82791 -3.12214 0.77347
H -3.79718 -0.77628 4.05270
H -4.62636 -1.33977 1.16209
H -5.64167 -1.50257 2.58652
H -4.24830 -2.55784 2.39156
H -4.26907 1.16498 1.72437
H -3.74551 1.60770 3.36200
H -5.34872 0.92951 3.10401
S -1.18524 3.03745 0.64572
C -0.89296 4.66684 0.41537
N -1.76433 5.56875 0.98914
C -1.62840 6.89466 0.80853
C -0.59622 7.36283 0.04233
C 0.27946 6.39833 -0.49845
N 0.13040 5.11411 -0.31459
H -2.52679 5.20034 1.54954
H -2.35175 7.54067 1.28742
H -0.45757 8.41509 -0.13392
H 1.12747 6.69682 -1.09989
*
```

=====

| no. | total energy (eV) |
| --- | --- |
| 1 | -89079.3672 |
| 2 | -104245.7291 |
| 3 | -98501.3720 |
| 4 | -91428.4162 |